[1]
Below is a molecular structure, C27H25Cl3N3O4RhS, with properties calculated with ωB97M-V/def2-TZVPD.

Summary:
- Spin multiplicity: 5
- LUMO (spin up / spin down): -0.3 / -1.9 eV
- HOMO (spin up / spin down): -7.67 / -8.45 eV

Geometry as XYZ:
```
64
Properties=species:S:1:pos:R:3:lowdin_charge:R:1
Rh 0.64201 0.81528 0.16075 1.357
C -0.14927 -5.96623 -3.54763 -0.049
C -0.13620 -4.98153 -2.41001 -0.266
C 0.28000 -3.66706 -2.61193 -0.023
C 0.26990 -2.74333 -1.58168 -0.035
C -0.16764 -3.14707 -0.32552 -0.280
C -0.58714 -4.44989 -0.09578 -0.048
C -0.56507 -5.35936 -1.14210 -0.035
S -0.16360 -2.00876 1.01651 0.594
O 1.21111 -1.58883 1.23372 -0.323
O -0.89585 -2.61017 2.09737 -0.292
N -0.84222 -0.67097 0.45097 -0.222
C -2.19713 -0.36223 0.46559 -0.249
C -3.24219 -1.22844 0.65709 0.000
C -4.57603 -0.76428 0.60959 -0.061
C -4.87053 0.54480 0.36799 -0.039
C -3.81410 1.46633 0.16459 -0.151
C -4.01478 2.83898 -0.10478 0.003
C -2.94634 3.66247 -0.29840 -0.034
C -1.64726 3.12283 -0.21593 -0.130
N -1.42564 1.85660 0.04183 0.053
C -2.48529 1.01304 0.22053 -0.157
H 0.54422 -5.67007 -4.33378 0.076
H -1.14533 -6.02983 -3.99106 0.086
H 0.12308 -6.96523 -3.20730 0.079
H 0.61577 -3.35786 -3.59464 0.117
H 0.58235 -1.72312 -1.76361 0.089
H -0.92424 -4.73728 0.89041 0.111
H -0.88759 -6.37955 -0.96985 0.115
H -3.04051 -2.27195 0.85315 0.107
H -5.37829 -1.47398 0.76515 0.109
H -5.89514 0.89089 0.32580 0.112
H -5.02680 3.22280 -0.16088 0.122
H -3.07297 4.71278 -0.51933 0.110
H -0.77219 3.73801 -0.38231 0.110
C -0.33756 1.03844 3.30425 -0.075
N 0.74934 1.56132 2.47576 -0.325
C 0.76448 3.02360 2.51290 -0.074
C 2.04474 1.01400 2.91405 -0.169
C 3.09712 1.23703 1.86289 -0.256
C 4.41906 1.50262 2.19722 -0.046
C 5.37490 1.64882 1.20038 -0.087
C 5.00884 1.54152 -0.13401 -0.087
C 3.68215 1.29748 -0.47214 -0.099
C 2.72876 1.14066 0.52360 -0.159
H -0.19470 1.31560 4.35677 0.097
H -0.37527 -0.04712 3.22879 0.074
H -1.28710 1.45242 2.96298 0.086
H 0.91557 3.38503 3.53823 0.096
H -0.18571 3.40834 2.14451 0.071
H 1.56973 3.39797 1.88196 0.094
H 1.90426 -0.05846 3.05844 0.115
H 2.33902 1.45493 3.87612 0.129
H 4.70314 1.59355 3.24033 0.110
H 6.40406 1.85379 1.46635 0.100
H 5.75183 1.65761 -0.91323 0.101
H 3.40348 1.22686 -1.51682 0.093
Cl 0.93216 1.01783 -4.98243 0.613
C 0.52694 2.26413 -3.80336 -1.508
Cl 1.44279 3.73000 -4.15529 0.616
Cl -1.22313 2.61347 -3.88063 0.605
C 0.77837 1.78659 -2.34434 -0.860
O 0.94766 2.66121 -1.48054 -0.087
O 0.71597 0.55302 -2.12729 -0.121
```


[2]
Below is a molecular structure, C4H9BO3, with properties calculated with ωB97M-V/def2-TZVPD.

Summary:
- LUMO: 0.7 eV
- HOMO: -10.40 eV

Geometry as XYZ:
```
17
Properties=species:S:1:pos:R:3:lowdin_charge:R:1
B 1.95020 -0.04222 -0.01142 -0.893
C -0.42816 -0.61384 -0.33997 -0.082
C -0.21424 0.73151 0.34659 -0.348
C -1.14947 -1.69841 0.39526 -0.038
C -0.99441 1.84590 -0.35405 -0.018
O 1.30832 -1.15233 -0.44199 0.119
O 1.16771 1.03059 0.36592 0.132
O 3.30007 0.05456 0.06995 0.206
H -0.63213 -0.53360 -1.40477 0.138
H -0.54563 0.66422 1.39566 0.154
H -1.92109 -1.26768 1.03308 0.088
H -0.44700 -2.24045 1.02781 0.097
H -1.60212 -2.40090 -0.29738 0.082
H -2.05915 1.71044 -0.18076 0.084
H -0.79945 1.83802 -1.42389 0.087
H -0.68745 2.81016 0.04079 0.086
H 3.75399 -0.73597 -0.22081 0.103
```


[3]
Below is a molecular structure, C16H45GaN11O18, with properties calculated with ωB97M-V/def2-TZVPD.

Summary:
- Total charge: -1
- LUMO: 1.3 eV
- HOMO: -3.41 eV

Geometry as XYZ:
```
91
Properties=species:S:1:pos:R:3:lowdin_charge:R:1
C -0.00537 4.88237 4.88446 -0.133
C -0.73362 5.42165 3.65758 -0.249
C -1.59234 4.37427 2.86770 -0.205
C -1.47225 2.92573 3.35176 -0.395
N -2.15372 1.98432 2.46362 -0.178
Ga -1.63878 0.15817 3.06172 0.282
N -1.62374 0.16157 5.02434 -0.012
C -0.55595 -0.09844 5.63298 -0.567
C -0.61374 -0.85755 6.95564 -0.093
C 0.84179 0.34126 5.25768 -0.090
H 0.60276 5.66183 5.33839 0.059
H -0.66995 4.49733 5.64947 0.069
H 0.68047 4.08745 4.62234 0.060
H 0.03311 5.77399 2.97372 0.087
H -1.37316 6.23498 3.98346 0.085
H -1.36116 4.46135 1.81113 0.076
H -2.62811 4.65846 3.03545 0.092
H -0.41986 2.64714 3.35793 0.081
H -1.88394 2.90084 4.35830 0.094
H -3.15050 2.07231 2.64800 0.010
H -2.62099 -0.95701 2.48105 -0.104
H -0.17741 -0.09137 2.44103 -0.059
H -0.63326 -0.12559 7.76096 0.049
H -1.53489 -1.41742 7.01355 0.058
H 0.27465 -1.46295 7.11776 0.058
H 0.94647 0.59179 4.21106 0.007
H 1.58470 -0.41924 5.48971 0.061
H 1.09939 1.21715 5.85241 0.071
C -0.34804 2.42235 -0.10429 0.029
N 0.36068 1.71156 -1.20453 -0.424
O 0.38952 0.50389 -1.19284 0.069
O 0.89075 2.39962 -2.07326 0.000
H -0.76468 1.69247 0.58829 0.051
H 0.38277 3.05126 0.39521 0.096
H -1.13077 3.02193 -0.55981 0.099
C -1.32283 -1.56097 12.04883 0.036
N -1.04653 -1.15030 10.64286 -0.443
O -0.91072 -2.03177 9.82077 0.074
O -0.97906 0.04426 10.43670 0.065
H -1.35615 -2.64307 12.09016 0.089
H -0.52117 -1.16734 12.66599 0.095
H -2.27617 -1.12638 12.33303 0.096
C -0.44406 -1.52686 -3.62080 0.055
N -1.70881 -1.76434 -4.36796 -0.444
O -2.75844 -1.57820 -3.78018 0.052
O -1.61437 -2.13839 -5.52139 0.050
H -0.68800 -1.20561 -2.61568 0.081
H 0.10398 -2.46431 -3.61001 0.106
H 0.11384 -0.76075 -4.15324 0.081
C 3.95029 1.50198 0.19651 0.043
N 3.02656 1.50211 1.36675 -0.437
O 1.99428 0.87834 1.25976 0.050
O 3.38458 2.13563 2.34387 0.052
H 3.50499 0.90481 -0.59131 0.090
H 4.07939 2.53368 -0.11689 0.096
H 4.89382 1.07829 0.52645 0.094
C 0.39133 2.80069 -5.03934 0.045
N 1.03223 2.04789 -6.15148 -0.428
O 1.00646 0.83093 -6.10344 0.048
O 1.53821 2.69839 -7.04233 0.067
H -0.00639 2.09135 -4.32743 0.073
H 1.15149 3.42152 -4.57828 0.099
H -0.39607 3.40810 -5.47629 0.103
C 2.79989 -1.40446 -7.39324 0.037
N 3.56994 -2.39046 -6.58566 -0.448
O 3.79556 -3.48147 -7.07728 0.052
O 3.92810 -2.03769 -5.47972 0.058
H 2.55483 -1.85742 -8.34630 0.082
H 1.90484 -1.15276 -6.84085 0.075
H 3.42614 -0.52912 -7.52551 0.090
C -4.24662 -4.83412 -3.39577 0.056
N -3.45863 -5.74606 -2.51960 -0.439
O -3.11955 -6.82039 -2.97954 0.065
O -3.20811 -5.35224 -1.39917 0.058
H -4.38824 -5.32028 -4.35326 0.094
H -5.19585 -4.64981 -2.90259 0.102
H -3.68516 -3.90997 -3.50252 0.077
C 3.65806 0.19085 -11.94768 0.045
N 2.85911 0.10599 -10.69402 -0.443
O 1.87961 -0.61374 -10.69508 0.068
O 3.24866 0.76605 -9.75268 0.062
H 3.19606 -0.44541 -12.69274 0.092
H 3.65941 1.22993 -12.26171 0.099
H 4.66442 -0.14225 -11.71384 0.100
C -2.04325 -5.12750 1.67554 0.040
N -0.95712 -4.12327 1.85202 -0.447
O 0.12453 -4.52580 2.25579 0.038
O -1.24095 -2.98172 1.58422 0.021
H -1.66005 -6.10291 1.95203 0.088
H -2.86467 -4.82815 2.31947 0.101
H -2.34450 -5.10300 0.63208 0.058
```


[4]
Below is C5H4N2O3 in the gas phase, with properties calculated with ωB97M-V/def2-TZVPD.

Summary:
- LUMO (spin up / spin down): -1.2 / -1.2 eV
- HOMO (spin up / spin down): -10.26 / -10.26 eV

Geometry as XYZ:
```
14
Properties=species:S:1:pos:R:3:lowdin_charge:R:1
C 0.97566 0.27016 0.26645 -0.063
C 0.39867 -0.88743 0.60696 0.014
C 0.40288 1.11770 -0.75531 -0.249
C -0.73774 -1.51356 -0.20004 -0.361
C -1.77250 -0.55862 -0.67123 0.028
N -0.63733 0.96844 -1.40458 0.206
N -2.64948 0.17590 0.22937 -0.418
O -0.84774 -2.70391 -0.19155 0.146
O -3.57240 0.75627 -0.25053 0.108
O -2.33637 0.24129 1.38608 0.100
H 1.82435 0.58475 0.95148 0.135
H 0.88224 -1.30071 1.41140 0.089
H 1.07720 1.89450 -1.10268 0.118
H -2.20440 -0.81858 -1.64789 0.148
```


[5]
Below is a molecular structure, C32H14BF5N10S2V, with properties calculated with ωB97M-V/def2-TZVPD.

Summary:
- Total charge: -2
- Spin multiplicity: 2
- LUMO (spin up / spin down): 2.5 / 3.0 eV
- HOMO (spin up / spin down): -1.87 / -1.87 eV

Geometry as XYZ:
```
65
Properties=species:S:1:pos:R:3:lowdin_charge:R:1
V 0.11818 0.18261 -0.90932 0.476
B 0.98755 1.77730 2.05983 -0.408
N 1.36284 0.26553 1.92137 -0.045
C 2.05703 -0.43670 2.82670 -0.089
C 2.27299 -1.71077 2.33526 -0.057
C 1.65064 -1.70265 1.08753 -0.141
N 1.10243 -0.51310 0.86321 -0.073
N -0.32084 2.12605 1.29895 -0.065
C -1.31560 2.88017 1.76347 -0.060
C -2.15830 3.22966 0.71749 -0.023
C -1.58820 2.62830 -0.39173 -0.150
N -0.47888 1.95938 -0.03684 -0.087
H 0.79939 1.99725 3.23052 0.071
H 1.88962 2.44687 1.60890 0.061
H 2.33486 0.02150 3.76043 0.115
H 2.78024 -2.52747 2.81728 0.085
H 1.54597 -2.48779 0.35648 0.095
H -1.35160 3.12798 2.81056 0.122
H -3.06592 3.80597 0.75528 0.106
H -1.93739 2.60379 -1.40944 0.078
S -0.31442 1.03440 -2.96231 0.792
C -0.59456 -0.34216 -3.98176 -0.611
C -0.71737 -0.17659 -5.36148 -0.042
C -0.92270 -1.26718 -6.19084 -0.191
C -1.00065 -1.07477 -7.60784 -0.185
N -1.06144 -0.92270 -8.74592 0.155
C -1.02517 -2.55658 -5.63294 -0.191
C -0.91585 -2.72296 -4.26288 -0.047
C -0.68531 -1.62866 -3.42696 -0.625
S -0.54586 -1.84715 -1.71149 0.768
C -1.22385 -3.70258 -6.46952 -0.184
N -1.38393 -4.63408 -7.12423 0.155
H -0.64530 0.81456 -5.78827 0.120
H -1.00927 -3.71151 -3.83384 0.119
F 6.13989 0.60304 -2.30497 0.024
C 4.80910 0.49412 -2.03932 -0.292
C 4.17954 1.51336 -1.35676 -0.013
C 2.82330 1.38784 -1.08018 -0.104
C 2.10480 0.26649 -1.49271 -0.283
C 2.77696 -0.73628 -2.18555 -0.112
C 4.13648 -0.63160 -2.46130 -0.021
H 4.74314 2.38145 -1.04037 0.114
H 2.33653 2.18332 -0.52916 0.079
H 2.23950 -1.61250 -2.52767 0.082
H 4.66717 -1.40511 -3.00133 0.112
F -6.43203 0.27244 2.03796 0.084
C -6.03129 0.90672 0.91895 -0.164
C -6.77122 1.99624 0.50592 -0.160
F -7.84912 2.31124 1.25183 0.076
C -6.43634 2.79573 -0.59878 -0.075
C -5.29113 2.33067 -1.26564 -0.166
C -4.57056 1.22686 -0.86161 -0.178
F -3.52876 0.84998 -1.64031 0.056
C -4.87835 0.47567 0.27012 -0.076
C -4.02392 -0.62732 0.73518 -0.192
C -2.66488 -0.51502 0.55141 -0.163
N -1.50616 -0.39712 0.46417 0.058
C -4.48952 -1.70792 1.51069 -0.259
N -4.84070 -2.60953 2.14537 0.097
F -4.85755 2.96208 -2.37692 0.073
C -7.18206 3.96560 -0.99996 -0.227
C -8.37031 4.38253 -0.36042 -0.288
N -9.34413 4.78495 0.12160 0.082
C -6.77131 4.81608 -2.04996 -0.288
N -6.48321 5.56199 -2.88836 0.084
```


[6]
Below is H4NP3 in the gas phase, with properties calculated with ωB97M-V/def2-TZVPD.

Summary:
- LUMO (spin up / spin down): -1.5 / -1.1 eV
- HOMO (spin up / spin down): -9.00 / -8.73 eV

Geometry as XYZ:
```
8
Properties=species:S:1:pos:R:3:lowdin_charge:R:1
N -1.96773 0.71961 -0.27116 -0.381
P 0.14122 0.61810 1.15756 0.373
P -1.29745 -0.59171 0.12657 0.183
P 1.80012 0.16030 -0.29993 0.405
H -1.96103 -1.57542 0.71989 -0.078
H -0.40622 -1.24563 -0.60471 -0.133
H 1.10742 0.87131 -1.25719 -0.172
H 2.58366 1.04343 0.42895 -0.198
```


no.,E (Ha)
1,-3398.35359
2,-408.49665
3,-4517.17882
4,-527.93145
5,-4040.10679
6,-1081.03030